Record 1
ORCA calculation (ωB97M-V/def2-TZVPD) on a 2-piece molecular cluster, C20H16F4NO overall.

```
42
Properties=species:S:1:pos:R:3
F -3.02885 3.07164 1.77806
C -2.87050 1.72730 2.02295
C -4.01924 0.95167 2.14620
C -3.80251 -0.41162 2.34135
F -4.90062 -1.23800 2.38401
C -2.54579 -0.97946 2.43941
C -1.37684 -0.17143 2.30020
C -0.09557 -0.81087 2.28364
C 1.17775 -0.18332 2.44503
C 2.32951 -1.00829 2.25651
C 3.56660 -0.42625 2.05706
F 4.64807 -1.24483 1.83698
C 3.78068 0.95107 2.06445
C 2.67493 1.72456 2.40987
F 2.83093 3.09255 2.38819
C 1.42473 1.19936 2.72080
C -1.57923 1.21992 2.07644
H -5.01452 1.37287 2.04323
H -2.43983 -2.05225 2.59009
H -0.07795 -1.77314 1.75370
H 2.21985 -2.09061 2.21484
H 4.74134 1.38898 1.80879
H 0.65658 1.85324 3.12765
H -0.74006 1.87522 1.86384
C -4.91128 -5.04354 7.50911
O -4.42086 -5.42617 6.20110
C -3.33895 -4.79584 5.67275
C -3.03308 -5.12060 4.32935
C -1.95776 -4.52875 3.69371
C -1.17263 -3.56588 4.37174
N -0.23982 -2.80278 3.68452
C -1.43917 -3.29309 5.73218
C -2.50470 -3.89965 6.38694
H -5.87122 -5.56165 7.57507
H -4.23125 -5.39569 8.30114
H -5.05347 -3.95344 7.59469
H -3.67941 -5.84082 3.83193
H -1.74308 -4.77344 2.65294
H 0.28725 -2.12795 4.22874
H 0.29260 -3.28711 2.96495
H -0.80744 -2.58239 6.27016
H -2.69935 -3.69191 7.44274
```

Output
Charge: +1
HOMO in hartree: -0.39395
Spin multiplicity: 1
Maximum force in Eh/bohr: 0.0350

=====

Record 2
ORCA calculation (ωB97M-V/def2-TZVPD) on an isolated ion of composition C5H6N and charge +1.

```
12
Properties=species:S:1:pos:R:3
C -1.14213 -2.04498 0.52657
C -0.60679 1.06379 -1.16495
C -0.32920 0.17661 0.89806
C 1.11445 0.33901 0.25102
C 0.72763 1.05654 -1.04869
N -0.87835 -0.97168 0.80326
H -1.21848 -3.09662 0.50410
H -0.68353 0.81157 1.72300
H 1.64957 0.88838 0.97229
H 1.69125 -0.65850 -0.02398
H -1.63398 1.01744 -1.51316
H 1.30957 1.41844 -1.92752
```

Output
Charge: +1
HOMO (alpha / beta) in hartree: -0.49172 / -0.49170
Spin multiplicity: 1
Maximum force in Eh/bohr: 0.1012

=====

Record 3
ORCA calculation (ωB97M-V/def2-TZVPD) on C10H12CaClFLiN2NaO7S3 as an isolated structure.

```
39
Properties=species:S:1:pos:R:3
O 7.19561 0.31777 1.10633
C 6.45790 -0.18966 0.17419
O 6.32428 -1.64400 0.03655
C 5.56647 0.68180 -0.89756
C 4.01788 0.17326 -0.66551
C 3.30887 0.78555 0.67343
C 1.82432 0.31686 0.99832
C 1.14905 -0.73268 -0.01004
N -0.20417 -1.32292 0.10823
S -0.47051 -2.42086 -1.22161
N 0.99983 -2.31962 -2.16954
C 1.78722 -1.35933 -1.34450
C 3.28209 -0.86824 -1.65139
H 5.45502 -1.87902 0.46422
H 5.58518 1.82308 -0.68873
H 5.91948 0.51154 -1.98560
H 3.90421 1.53427 1.33901
H 1.31253 0.76848 1.93919
H 3.91042 -1.21951 -2.56247
C -3.37903 0.41159 -0.35450
S -3.61004 -0.94625 0.81457
O -3.07970 -2.18756 0.17260
C -5.41375 -0.99624 0.68418
H -2.30883 0.59643 -0.46324
H -3.80134 0.14372 -1.32529
H -3.86406 1.31088 0.03082
H -5.71029 -1.17500 -0.35136
H -5.83037 -0.04928 1.03416
H -5.78554 -1.81053 1.31278
Li 7.88392 2.54798 1.29494
Cl 9.66532 2.73640 -0.69432
O -9.56477 -1.09616 -0.86005
S -9.26627 -0.13201 0.21006
O -10.40879 0.77510 0.40004
O -8.05805 0.65099 -0.14272
O -9.00256 -0.86268 1.47198
Ca -6.78961 -0.00956 2.79413
F 5.33567 3.73292 1.86030
Na 5.66240 3.40248 -1.53157
```

Output
HOMO in hartree: -0.25980
Spin multiplicity: 1
Maximum force in Eh/bohr: 0.1331

=====

Record 4
ORCA calculation (ωB97M-V/def2-TZVPD) on one molecule with the formula C13H28INO5P2.

```
50
Properties=species:S:1:pos:R:3
C 2.95124 3.55937 2.03282
C 3.06184 4.13543 0.49756
C 2.67614 2.96386 -0.60361
C 3.42114 1.50329 -0.27747
C 3.18153 0.38424 -1.45131
C 3.99929 -1.02206 -1.25207
C 4.10658 -1.55469 0.29419
C 2.77920 -2.45617 0.76616
C 1.38388 -1.58952 0.78374
C 0.47114 -1.89953 -0.56436
C -0.65874 -3.06447 -0.16334
C -2.11574 -2.35615 0.15629
N -2.61622 -1.66276 -1.09663
I -3.38110 -3.01806 -2.47036
C -3.62314 -0.57038 -0.78322
O -3.46548 0.62079 -1.37963
O -4.80633 -0.72122 0.09321
P -6.08358 0.14192 -0.77039
P -7.73813 0.62690 0.62740
O -8.25588 -0.63317 1.43286
O -7.24323 1.89582 1.74113
O -9.01793 1.28443 -0.36172
H 1.98624 2.88868 2.07425
H 3.88143 2.84241 2.21566
H 2.97017 4.42916 2.81699
H 4.21408 4.38050 0.31190
H 2.39254 5.09723 0.39084
H 3.05847 3.37872 -1.65534
H 1.50028 2.84291 -0.69413
H 4.56424 1.75378 -0.17125
H 3.08182 1.06326 0.77732
H 2.02042 0.25818 -1.62877
H 3.59795 0.86879 -2.45987
H 5.07337 -1.01760 -1.77222
H 3.38348 -1.85314 -1.84775
H 5.01047 -2.33451 0.31353
H 4.39421 -0.72861 1.08351
H 2.99181 -2.76803 1.89856
H 2.70429 -3.48247 0.17837
H 1.52119 -0.44224 1.00733
H 0.74452 -2.01648 1.69566
H 1.17632 -2.36638 -1.37308
H -0.08237 -0.92193 -0.89177
H -0.32752 -3.69104 0.78957
H -0.71534 -3.79851 -1.07658
H -2.08416 -1.64350 1.08966
H -2.87136 -3.23911 0.41741
H -6.59741 -0.72128 -1.80274
H -7.98587 2.56418 1.88294
H -8.62976 2.08916 -0.82123
```

Output
SMILES: CCCCCCCCCCCCN(I)C(=O)OPP(=O)(O)O
HOMO in hartree: -0.33253
Spin multiplicity: 1
Maximum force in Eh/bohr: 0.1648

=====

Record 5
ORCA calculation (ωB97M-V/def2-TZVPD) on a 2-piece molecular cluster, C2H6O2 overall.

```
10
Properties=species:S:1:pos:R:3
O 1.67884 1.85500 0.48815
C 0.50042 2.02677 0.61375
O -0.44892 1.37404 -0.06433
H 0.08184 2.79121 1.27377
H 0.02655 0.67229 -0.54657
C -1.30524 -4.20610 -0.73698
H -0.84555 -3.81137 -1.63530
H -1.33950 -3.45287 0.04446
H -2.32427 -4.47154 -1.02042
H -0.82383 -5.08708 -0.33534
```

Output
SMILES: O=CO.C
HOMO in hartree: -0.40614
Spin multiplicity: 1
Maximum force in Eh/bohr: 0.0133

=====

Record 6
ORCA calculation (ωB97M-V/def2-TZVPD) on a 2-piece molecular cluster, C5H13NO overall.

```
20
Properties=species:S:1:pos:R:3
C 0.68121 0.20843 -1.83017
C 0.97702 0.21249 -0.52199
C 1.44643 1.44881 0.18056
C 0.68094 -0.98363 0.35588
C -0.38499 -1.95858 -0.15480
N -1.69115 -1.66015 0.41454
H 0.75283 1.11522 -2.42253
H 0.49384 -0.69520 -2.37480
H 0.77923 2.29543 0.05714
H 2.41266 1.74820 -0.26082
H 1.62715 1.18505 1.22368
H 0.33681 -0.79572 1.38005
H 1.67924 -1.42234 0.53153
H -0.43313 -2.08324 -1.23934
H -0.10383 -3.00252 0.13551
H -1.71825 -0.77031 0.88813
H -2.41724 -1.79008 -0.27538
O -1.78247 2.33758 0.93470
H -2.40954 2.13287 1.60531
H -0.92676 2.47769 1.37279
```

Output
SMILES: C=C(C)CCN.O
HOMO in hartree: -0.32385
Spin multiplicity: 1
Maximum force in Eh/bohr: 0.0395

=====

Record 7
ORCA calculation (ωB97M-V/def2-TZVPD) on one molecule with the formula C6H14N2O.

```
23
Properties=species:S:1:pos:R:3
C -1.66188 1.32659 -1.76239
N -1.07940 1.17436 -0.66246
C 0.20772 0.53098 -0.57600
C 1.24062 1.61633 -0.26116
O 0.63705 -0.11320 -1.74542
C 0.08150 -0.50902 0.65117
C 1.41042 -1.22920 0.88965
C -1.02797 -1.54337 0.37411
N -0.22044 0.29885 1.82285
H -1.29515 0.94786 -2.72034
H -2.62344 1.82262 -1.76197
H 1.14842 2.41524 -0.99389
H 1.06800 2.00943 0.73455
H 2.23407 1.18551 -0.33266
H 0.02569 -0.89349 -1.71533
H 2.13439 -0.53860 1.31240
H 1.26869 -2.04745 1.59398
H 1.79846 -1.63155 -0.04333
H -1.19682 -2.14636 1.26578
H -0.74602 -2.22468 -0.42716
H -1.95742 -1.04216 0.10698
H -1.02534 0.88553 1.62976
H -0.42116 -0.29421 2.62090
```

Output
SMILES: C=N[C@](C)(O)C(C)(C)N
HOMO in hartree: -0.33630
Spin multiplicity: 1
Maximum force in Eh/bohr: 0.0398

=====

Record 8
ORCA calculation (ωB97M-V/def2-TZVPD) on one molecule with the formula C4H5FN2O.

```
13
Properties=species:S:1:pos:R:3
N -0.27566 1.95516 -2.80024
C 0.48285 1.20333 -2.17653
C 0.79425 0.09556 -1.20986
F 1.97123 -0.55900 -1.47315
C 0.25024 0.06156 0.01972
N -0.78100 0.89791 0.21235
C 0.45375 -0.76291 1.11460
O -0.89798 -1.03857 1.42643
H -1.23883 1.08460 -0.74406
H -1.72057 0.36784 0.40734
H 1.10639 -1.65494 0.93513
H 1.12866 -0.26465 1.88918
H -1.27331 -1.38589 2.39911
```

Output
SMILES: N#C/C(F)=C(\N)CO
HOMO in hartree: -0.33098
Spin multiplicity: 1
Maximum force in Eh/bohr: 0.1524

=====

Record 9
ORCA calculation (ωB97M-V/def2-TZVPD) on a 10-piece molecular cluster, C34H83Cl4N5O14 overall.

```
140
Properties=species:S:1:pos:R:3
C 0.14687 3.45672 -2.54198
C 1.55975 2.74489 -2.37531
C 2.72024 3.74426 -2.33808
O 2.42364 4.60227 -3.47154
C 3.08772 5.87173 -3.33101
N 1.49589 1.94370 -1.22431
H 0.00498 4.27025 -3.25342
H -0.24434 3.73991 -1.56481
H -0.61989 2.75949 -2.87972
H 1.79199 2.03474 -3.16894
H 3.69327 3.27455 -2.48190
H 2.83330 4.30692 -1.41141
H 2.90129 6.33370 -2.36151
H 2.69339 6.47397 -4.14949
H 4.17590 5.81562 -3.30243
H 1.41057 2.38893 -0.32177
H 2.46472 1.67586 -1.12569
C 2.21584 6.51154 3.01313
C 2.51043 5.30766 2.05853
C 1.33917 4.65115 1.36166
O 0.58478 3.81608 2.30895
C -0.33256 2.87880 1.90382
N 3.50671 5.74328 1.09184
H 1.85607 7.38297 2.46608
H 2.80847 6.70903 3.90637
H 1.27859 6.28869 3.52305
H 3.03119 4.53819 2.62847
H 1.60180 3.97887 0.54487
H 0.61823 5.41166 1.06168
H 0.20156 2.08885 1.37580
H -1.20746 3.30331 1.41143
H -0.77106 2.63160 2.87062
H 4.23529 6.16390 1.65073
H 3.23254 6.63452 0.70373
C 3.24551 -1.98570 -8.39265
C 3.18826 -2.99379 -7.31252
C 2.20390 -2.88393 -6.18789
O 2.34306 -1.51051 -5.62293
C 2.98247 -1.51442 -4.43878
N 2.91171 -4.16682 -8.08134
H 4.07548 -1.93753 -9.09758
H 3.32734 -1.04088 -7.85533
H 2.29078 -1.90482 -8.91230
H 4.12864 -3.00912 -6.76156
H 2.30979 -3.63961 -5.40954
H 1.18326 -2.95106 -6.56456
H 3.31882 -0.49039 -4.27646
H 3.82892 -2.20112 -4.43128
H 2.28953 -1.89025 -3.68599
H 1.92550 -4.17683 -8.29902
H 3.43598 -4.15438 -8.94453
C -2.27229 -0.17865 4.52041
C -3.66154 -0.07925 5.06211
C -4.79507 -0.29997 3.95244
O -4.58406 0.75898 2.97580
C -5.51833 0.80555 1.88967
N -3.71902 -1.05048 6.25555
H -2.01327 -1.18403 4.18841
H -1.49486 0.11271 5.22666
H -2.21878 0.42785 3.61631
H -3.82297 0.93198 5.43552
H -5.75448 -0.25012 4.46739
H -4.80175 -1.30421 3.52869
H -6.57019 0.61123 2.09926
H -5.21896 0.02236 1.19319
H -5.44942 1.80240 1.45420
H -3.60968 -1.95510 5.81990
H -2.88491 -0.93122 6.81246
C -1.76461 -0.42448 0.78540
C -1.08053 -1.72227 1.05086
C -0.85133 -2.63503 -0.18182
O -0.33237 -2.02681 -1.34908
C 0.83510 -1.24476 -1.32692
N 0.09052 -1.42239 1.91507
H -2.82247 -0.66031 0.66961
H -1.42737 -0.09207 -0.19637
H -1.70385 0.38669 1.51095
H -1.71412 -2.37986 1.64602
H -1.84724 -2.98591 -0.45232
H -0.26224 -3.48794 0.15527
H 0.90955 -0.56075 -2.17230
H 1.83349 -1.65135 -1.16563
H 0.65405 -0.60117 -0.46605
H 0.38630 -2.37931 2.04515
H 0.75999 -0.94656 1.32727
C 5.27590 2.83222 3.33906
C 4.63526 2.43074 2.00863
O 5.23586 1.19942 1.56283
C 4.82261 0.65213 0.38982
O 4.04271 1.27141 -0.38114
O 5.53815 -0.47013 0.05542
C 5.38217 -0.87826 -1.30757
H 4.53078 3.35971 3.93460
H 6.10653 3.53788 3.32534
H 5.61026 1.97388 3.92176
H 4.59577 3.21532 1.25300
H 3.61558 2.18666 2.30659
H 4.39885 -0.79623 -1.77064
H 5.61041 -1.92903 -1.48616
H 6.14000 -0.29561 -1.83131
C -3.44931 2.26139 -1.18734
C -3.69263 0.84737 -1.72235
O -4.46409 1.16054 -2.86784
C -4.66795 0.18805 -3.80688
O -4.21101 -0.94021 -3.68394
O -5.09061 0.73042 -4.94144
C -5.12374 -0.13038 -6.07710
H -2.88585 2.91630 -1.85195
H -2.99140 2.10587 -0.21050
H -4.42438 2.71525 -1.01023
H -4.17197 0.18791 -0.99887
H -2.79395 0.29586 -1.99863
H -4.33733 -0.88110 -6.15504
H -5.06371 0.51991 -6.94981
H -5.97381 -0.78014 -6.28517
C -1.74263 -7.68894 8.75349
C -1.80336 -6.15191 8.58788
O -1.07614 -5.65918 7.40967
C -0.49861 -4.33634 7.36603
O -0.51449 -3.56872 8.34293
O 0.09853 -4.19238 6.17078
C 0.40618 -2.87142 5.68461
H -2.03537 -8.03868 7.76350
H -2.32752 -8.06539 9.59271
H -0.72197 -8.05609 8.86099
H -1.32034 -5.65222 9.42759
H -2.84495 -5.86756 8.43851
H -0.33488 -2.14144 6.01026
H 0.55526 -2.72614 4.61468
H 1.40441 -2.55473 5.98682
C -4.55416 -4.22861 -1.55193
Cl -3.35444 -5.33420 -0.81508
Cl -4.98225 -2.83256 -0.51455
H -4.22572 -3.79682 -2.49734
H -5.47171 -4.80584 -1.66592
C -1.69806 -2.36439 -4.29393
Cl -1.21951 -0.63779 -4.61352
Cl -2.23810 -3.06719 -5.85879
H -0.80329 -2.84615 -3.89974
H -2.40708 -2.43468 -3.46903
```

Output
Charge: +1
HOMO (alpha / beta) in hartree: -0.37731 / -0.37731
Spin multiplicity: 2
Maximum force in Eh/bohr: 0.0938

=====

Record 10
ORCA calculation (ωB97M-V/def2-TZVPD) on C43H44AsBiI2N4O3S as an isolated structure.

```
99
Properties=species:S:1:pos:R:3
Bi 0.37646 1.45450 0.08755
S -2.10316 1.38178 -0.18813
C -2.26187 2.70795 -1.39623
C -3.33045 3.57393 -1.19351
C -3.67070 4.49916 -2.16834
C -2.95952 4.55744 -3.35527
C -1.87935 3.71061 -3.55450
C -1.50142 2.80492 -2.56935
As 0.00185 1.60765 -2.73701
C -0.69924 0.16363 -3.82156
C 0.09143 -0.54067 -4.72368
C -0.45786 -1.59452 -5.44340
C -1.78894 -1.94208 -5.27364
C -2.58408 -1.22093 -4.39272
C -2.04275 -0.17460 -3.66025
C 1.48182 2.42545 -3.66132
C 2.62505 1.63730 -3.81407
C 3.76271 2.16772 -4.40118
C 3.77572 3.49202 -4.81369
C 2.65878 4.28925 -4.62184
C 1.51240 3.76432 -4.03910
H -3.91041 3.50424 -0.28413
H -4.50739 5.16306 -2.00386
H -3.24305 5.25876 -4.12606
H -1.34283 3.74593 -4.49380
H 1.12364 -0.26842 -4.89492
H 0.15633 -2.13603 -6.14881
H -2.20787 -2.76614 -5.83017
H -3.63250 -1.46514 -4.28376
H -2.68026 0.39305 -2.99047
H 2.63784 0.60815 -3.46886
H 4.64107 1.55060 -4.52978
H 4.66298 3.90624 -5.27134
H 2.67636 5.32722 -4.92226
H 0.66303 4.41074 -3.87292
I 1.45804 1.91583 4.88892
I 1.14058 3.46954 7.01541
C 2.32656 -2.78082 3.50794
N 2.20483 -1.43608 2.95677
C 3.43306 -0.65472 2.92182
C 1.04256 -0.90864 2.59903
C -0.20953 -1.72883 2.72856
O 0.98138 0.26814 2.15509
H 3.33967 -3.13196 3.32553
H 1.63757 -3.46545 3.02222
H 2.14769 -2.77777 4.58375
H 3.91250 -0.69756 3.89882
H 3.20838 0.37964 2.67930
H 4.11610 -1.06939 2.17833
H -0.32539 -2.11402 3.74101
H -0.19088 -2.58449 2.05052
H -1.06436 -1.10216 2.48800
C 0.09370 -5.96600 4.11284
C -0.10963 -5.87974 2.62657
C 0.84178 -6.37335 1.73899
C 0.63665 -6.32453 0.36881
C -0.54124 -5.79421 -0.14151
N -0.76132 -5.84648 -1.54479
C -1.36720 -4.91599 -2.32880
O -1.84181 -5.14696 -3.41319
N -1.38595 -3.60208 -1.79798
C -0.29023 -2.92067 -1.32640
C 0.99362 -3.45843 -1.24111
C 2.02951 -2.66392 -0.78369
C 1.78111 -1.35697 -0.41444
N 0.54485 -0.84555 -0.48405
C -0.46296 -1.59316 -0.91894
C -1.50238 -5.29669 0.72893
C -1.27623 -5.33395 2.09502
H 0.75972 -6.78670 4.37081
H -0.85225 -6.12298 4.62831
H 0.53365 -5.04999 4.51158
H 1.74431 -6.83078 2.12205
H 1.37795 -6.73256 -0.30622
H -0.66709 -6.74578 -1.99671
H -2.08924 -3.03457 -2.25462
H 1.18371 -4.47578 -1.55371
H 3.03375 -3.05632 -0.72649
H 2.56377 -0.70694 -0.04810
H -1.43695 -1.12462 -0.95579
H -2.44283 -4.92721 0.34471
H -2.05185 -4.98344 2.76482
C -1.88415 2.65613 3.10757
C -0.84993 3.62767 2.62181
O -0.16541 3.37419 1.62184
C -0.66907 4.90474 3.32570
C -1.62666 5.37338 4.22734
C -1.43921 6.58744 4.86462
C -0.28469 7.32036 4.62794
C 0.68043 6.85135 3.74420
C 0.48576 5.65260 3.08579
H -1.60247 1.64714 2.81872
H -2.83909 2.89459 2.63347
H -2.01008 2.70643 4.18567
H -2.52264 4.80277 4.42539
H -2.18680 6.95846 5.55068
H -0.13399 8.26177 5.13765
H 1.58108 7.42345 3.57231
H 1.22543 5.27550 2.39382
```

Output
Charge: +2
HOMO in hartree: -0.48110
Spin multiplicity: 1
Maximum force in Eh/bohr: 0.0078